No. 1
{
  "formula": "H24O12",
  "method": "wB97M-V/def2-TZVPD",
  "symbols": ["O", "H", "H", "O", "H", "H", "O", "H", "H", "O", "H", "H", "O", "H", "H", "O", "H", "H", "O", "H", "H", "O", "H", "H", "O", "H", "H", "O", "H", "H", "O", "H", "H", "O", "H", "H"],
  "coordinates": [[-1.498, 2.939, -1.187], [-0.785, 2.664, -0.583], [-1.108, 2.928, -2.066], [-0.124, -3.873, -0.551], [-0.093, -3.196, 0.136], [-0.316, -4.681, -0.070], [-2.805, -0.777, -1.554], [-3.129, 0.129, -1.606], [-2.170, -0.770, -0.810], [0.574, 2.172, 0.655], [1.222, 1.561, 0.220], [1.103, 2.941, 0.903], [0.979, 0.780, -2.705], [1.284, 1.693, -2.622], [1.033, 0.593, -3.649], [2.420, 0.429, -0.332], [1.776, 0.336, -1.058], [3.207, -0.034, -0.641], [-0.555, -0.523, 2.960], [0.271, -0.783, 2.503], [-0.349, 0.318, 3.389], [-0.537, -0.289, -0.072], [-0.576, 0.590, 0.344], [-0.369, -0.109, -1.006], [2.038, -1.106, 2.180], [2.886, -1.543, 2.299], [2.135, -0.580, 1.369], [-1.516, -2.834, 1.772], [-1.186, -1.979, 2.103], [-1.912, -3.258, 2.538], [-1.212, -0.455, -4.443], [-0.426, -0.404, -4.995], [-0.894, -0.666, -3.554], [0.352, 2.290, 3.576], [0.091, 3.147, 3.931], [0.186, 2.349, 2.624]],
  "smiles": "O.O.O.O.O.O.O.O.O.O.O.O",
  "relative_energy_ev": 1.639,
  "lumo_energy_ev": -0.62,
  "multiplicity": 1
}

---

No. 2
{
  "formula": "H24O16PTl2",
  "method": "wB97M-V/def2-TZVPD",
  "symbols": ["Tl", "Tl", "P", "O", "O", "O", "O", "O", "H", "H", "O", "H", "H", "O", "H", "H", "O", "H", "H", "O", "H", "H", "O", "H", "H", "O", "H", "H", "O", "H", "H", "O", "H", "H", "O", "H", "H", "O", "H", "H", "O", "H", "H"],
  "coordinates": [[22.969, -28.120, 0.479], [25.640, -24.791, 4.035], [24.577, -28.274, 3.689], [24.558, -29.373, 2.642], [23.543, -28.483, 4.820], [24.171, -27.005, 2.823], [25.904, -27.886, 4.329], [21.632, -29.299, 6.939], [22.090, -30.157, 6.829], [22.081, -28.688, 6.333], [23.172, -31.022, 5.539], [22.814, -31.605, 4.835], [23.117, -30.105, 5.167], [26.242, -31.969, 1.529], [27.028, -32.386, 1.150], [26.559, -31.166, 1.970], [21.769, -30.831, 1.079], [22.286, -31.264, 1.774], [21.158, -31.514, 0.766], [24.439, -30.577, -0.280], [24.855, -31.173, -0.923], [24.737, -30.914, 0.580], [24.603, -28.550, 7.243], [24.136, -27.841, 7.732], [24.198, -28.578, 6.325], [26.954, -29.216, 6.272], [27.875, -29.445, 6.031], [26.601, -28.633, 5.540], [23.751, -31.873, 3.095], [24.097, -30.956, 3.025], [24.512, -32.433, 3.330], [21.355, -28.447, 2.954], [20.646, -29.044, 3.231], [21.953, -28.402, 3.709], [26.015, -28.335, 0.699], [25.874, -28.939, 1.450], [26.486, -28.872, 0.038], [27.459, -29.902, 3.063], [26.885, -29.307, 3.571], [28.092, -29.337, 2.597], [22.785, -25.461, 5.242], [21.894, -25.296, 4.900], [22.978, -26.369, 4.989]],
  "total_charge": 3,
  "relative_energy_ev": 0.000,
  "lumo_energy_ev": -16.97,
  "multiplicity": 1
}

---

No. 3
{
  "formula": "H24O16S",
  "method": "wB97M-V/def2-TZVPD",
  "symbols": ["S", "O", "O", "O", "O", "O", "H", "H", "O", "H", "H", "O", "H", "H", "O", "H", "H", "O", "H", "H", "O", "H", "H", "O", "H", "H", "O", "H", "H", "O", "H", "H", "O", "H", "H", "O", "H", "H", "O", "H", "H"],
  "coordinates": [[0.196, 0.015, -0.393], [-1.222, -0.127, -0.365], [0.731, 0.026, -1.740], [0.538, 1.316, 0.244], [0.698, -1.119, 0.358], [-2.505, 0.179, 2.348], [-2.070, -0.124, 1.552], [-1.983, 0.928, 2.637], [0.084, 3.612, -1.006], [0.524, 4.301, -0.509], [0.214, 2.819, -0.485], [-2.597, 2.615, -0.818], [-1.849, 3.212, -0.839], [-2.326, 1.913, -0.226], [-3.111, -1.276, -2.012], [-2.572, -0.721, -1.448], [-3.381, -2.001, -1.448], [3.167, -1.368, 0.940], [2.292, -1.030, 0.747], [3.071, -2.319, 0.901], [1.058, -2.869, -1.567], [0.953, -2.291, -0.810], [0.752, -2.349, -2.310], [2.556, 0.044, -3.418], [3.125, -0.647, -3.077], [1.908, 0.182, -2.727], [-0.570, -1.255, -3.451], [-0.152, -0.562, -2.939], [-1.402, -1.414, -3.005], [-0.825, 2.473, 2.054], [-0.388, 1.864, 1.459], [-0.125, 3.049, 2.363], [2.501, 1.881, 2.093], [1.847, 1.530, 1.489], [2.532, 1.246, 2.808], [0.719, -0.877, 3.025], [0.069, -1.487, 3.374], [0.616, -0.933, 2.075], [-1.202, -3.119, 1.211], [-1.231, -2.846, 2.128], [-0.642, -2.470, 0.785]],
  "total_charge": -1,
  "s2": 0.7598,
  "lumo_energy_ev": [2.70, -3.66],
  "multiplicity": 2
}

---

No. 4
{
  "formula": "H24O16S",
  "method": "wB97M-V/def2-TZVPD",
  "symbols": ["S", "O", "O", "O", "O", "O", "H", "H", "O", "H", "H", "O", "H", "H", "O", "H", "H", "O", "H", "H", "O", "H", "H", "O", "H", "H", "O", "H", "H", "O", "H", "H", "O", "H", "H", "O", "H", "H", "O", "H", "H"],
  "coordinates": [[12.448, 9.936, -2.207], [12.077, 11.200, -2.799], [13.525, 10.107, -1.281], [11.349, 9.361, -1.455], [12.964, 9.080, -3.275], [8.944, 12.243, -1.149], [9.425, 11.428, -1.003], [9.604, 12.856, -1.472], [9.748, 7.195, -3.930], [10.545, 7.542, -3.529], [9.038, 7.689, -3.519], [13.867, 11.242, -5.877], [13.892, 10.431, -5.369], [13.415, 11.867, -5.309], [14.072, 5.337, -3.912], [13.696, 6.182, -3.664], [14.622, 5.092, -3.168], [11.323, 5.993, -0.395], [11.197, 6.908, -0.645], [11.064, 5.495, -1.171], [15.049, 7.361, 0.430], [14.761, 8.151, -0.028], [14.333, 6.738, 0.307], [8.863, 8.836, 1.193], [8.386, 8.197, 0.664], [9.696, 8.952, 0.736], [15.591, 7.519, -6.633], [15.823, 8.406, -6.356], [15.034, 7.186, -5.930], [16.928, 9.631, -3.068], [17.478, 9.839, -2.313], [16.063, 9.462, -2.695], [9.959, 11.628, -5.969], [10.369, 11.318, -5.161], [10.476, 12.393, -6.222], [13.389, 12.986, 1.023], [12.827, 13.630, 0.592], [13.315, 12.201, 0.479], [11.134, 14.687, -3.737], [11.335, 13.786, -3.484], [11.285, 14.709, -4.682]],
  "total_charge": -2,
  "relative_energy_ev": 2.696,
  "lumo_energy_ev": 4.70,
  "multiplicity": 1
}

---

No. 5
{
  "formula": "H25O12",
  "method": "wB97M-V/def2-TZVPD",
  "symbols": ["O", "H", "H", "O", "H", "H", "O", "H", "O", "H", "H", "O", "H", "H", "O", "H", "H", "O", "H", "H", "O", "H", "H", "O", "H", "H", "O", "H", "H", "O", "H", "H", "O", "H", "H", "H", "H"],
  "coordinates": [[0.791, 1.398, 2.286], [2.091, -2.856, 0.028], [-2.328, -1.299, -1.537], [-0.075, -0.396, -0.482], [-0.534, 0.179, 0.186], [-3.886, 0.507, -0.606], [-1.764, 2.081, 1.787], [-0.011, 4.656, -0.716], [2.476, 2.220, 0.564], [-0.914, 1.687, 1.810], [1.874, 2.205, 1.207], [2.252, -1.309, 2.261], [2.968, -1.273, 1.497], [2.574, -1.275, 3.054], [2.225, -2.134, -0.590], [-0.192, -3.953, -1.953], [1.617, -1.213, -0.542], [-3.580, -0.388, -0.774], [-3.897, -0.901, -0.169], [0.259, 1.341, 3.101], [-1.882, -2.104, 0.241], [0.327, 0.188, -1.160], [-1.162, -2.746, -0.245], [0.343, 3.943, -0.154], [-2.530, 1.753, 2.337], [-0.421, 3.856, 0.470], [1.138, 1.487, -1.578], [1.891, 1.673, -0.915], [0.851, 2.449, -1.700], [0.059, -3.343, -1.314], [2.325, 3.149, 0.094], [1.185, 0.460, 2.188], [-1.805, -1.506, -2.427], [-2.231, -2.550, 0.905], [-1.128, -2.213, -1.970], [0.920, -2.687, -1.455], [-1.062, -0.738, -2.471]],
  "total_charge": 1,
  "relative_energy_ev": 4.332,
  "lumo_energy_ev": -2.97,
  "multiplicity": 1
}

---

No. 6
{
  "formula": "H26HeO13",
  "method": "wB97M-V/def2-TZVPD",
  "symbols": ["He", "O", "H", "H", "O", "H", "H", "O", "H", "H", "O", "H", "H", "O", "H", "H", "O", "H", "H", "O", "H", "H", "O", "H", "H", "O", "H", "H", "O", "H", "H", "O", "H", "H", "O", "H", "H", "O", "H", "H"],
  "coordinates": [[0.083, -0.819, -0.092], [-4.071, -2.209, -0.114], [-3.279, -1.686, -0.235], [-4.771, -1.674, -0.489], [0.841, 2.278, 1.571], [0.876, 2.066, 0.638], [1.529, 1.743, 1.965], [2.933, 0.137, -0.852], [2.310, 0.837, -1.052], [3.594, 0.200, -1.541], [2.416, 0.492, 3.054], [2.966, 0.010, 2.436], [1.651, -0.069, 3.182], [2.064, -2.489, -1.381], [1.502, -2.601, -0.615], [2.359, -1.580, -1.332], [-2.281, -0.465, -0.967], [-2.589, 0.189, -1.595], [-1.598, -0.946, -1.436], [-0.278, -1.477, -2.628], [0.405, -1.930, -2.134], [0.181, -0.767, -3.077], [0.483, 0.879, -3.813], [0.404, 1.614, -3.205], [1.153, 1.155, -4.438], [-2.053, 0.293, 1.607], [-2.893, 0.618, 1.932], [-2.196, 0.152, 0.671], [0.523, -2.795, 1.128], [1.090, -3.350, 1.664], [0.282, -2.070, 1.705], [0.008, -0.976, 3.068], [-0.230, -1.472, 3.851], [-0.793, -0.514, 2.823], [-2.206, 3.051, 1.083], [-1.836, 2.169, 1.118], [-3.141, 2.914, 0.930], [1.419, 2.657, -1.195], [0.930, 3.437, -1.456], [2.211, 2.997, -0.778]],
  "relative_energy_ev": 0.971,
  "lumo_energy_ev": -0.30,
  "multiplicity": 1
}

---

no.,DFT total energy (Eh)
1,-917.26513
2,-1903.18540
3,-1616.44841
4,-1616.52662
5,-917.50926
6,-996.63058